Entry 1:
C5H14BCl2N4O2 | ωB97M-V/def2-TZVPD

Geometry as XYZ:
```
28
Properties=species:S:1:pos:R:3:forces:R:3
B -1.717 -0.531 0.790 1.6 -0.2 0.6
C -0.286 -0.749 -0.044 -1.4 -1.9 -5.0
Cl 1.343 -0.271 0.789 -1.5 -0.7 -1.3
C -0.281 -1.308 -1.455 2.5 2.0 4.1
C 1.128 -1.534 -2.276 -0.9 -1.0 -1.1
Cl -1.926 -1.784 -2.258 2.6 0.7 1.1
H -2.198 -1.609 0.974 -0.3 -0.6 -0.2
H -1.465 -0.122 1.888 0.3 0.4 0.4
H -2.457 0.217 0.252 -0.3 0.4 -0.6
H 0.957 -1.414 -3.452 0.4 -0.1 2.7
H 2.001 -0.816 -1.950 -2.0 -1.4 -0.4
H 1.513 -2.656 -2.147 -0.8 2.4 -0.1
C 2.083 1.330 -4.617 0.0 -0.9 0.5
O 2.437 0.164 -4.695 0.2 0.1 -0.3
N 2.374 2.243 -5.561 0.7 0.9 -1.5
N 1.369 1.806 -3.581 -0.5 0.1 1.0
H 2.092 3.208 -5.515 0.0 -0.2 0.0
H 2.910 1.926 -6.359 -0.2 0.1 0.3
H 1.129 1.151 -2.848 -0.1 0.2 -0.1
H 1.068 2.763 -3.500 0.0 -0.2 0.0
C -1.841 -0.037 5.362 -0.5 0.5 -1.4
O -2.624 0.470 4.575 0.0 0.0 0.5
N -0.590 -0.390 5.018 1.3 -0.1 -0.6
N -2.160 -0.288 6.645 -0.9 -0.2 1.8
H 0.070 -0.809 5.652 -0.2 0.1 -0.1
H -0.309 -0.218 4.061 -0.2 -0.1 0.0
H -3.092 -0.037 6.945 0.4 -0.1 -0.1
H -1.528 -0.705 7.308 -0.1 0.1 -0.2
```
Positions in Å, forces in eV/Å.

Its total charge is -1. The value obtained for the lowest unoccupied orbital energy is 2.73 eV. The gap between HOMO and LUMO is 6.9 eV. The calculation puts the HOMO energy at -4.16 eV.


Entry 2:
C5H14BClNSmTl | ωB97M-V/def2-TZVPD

Geometry as XYZ:
```
24
Properties=species:S:1:pos:R:3:forces:R:3
Sm -0.750 1.229 -0.666 0.9 1.1 -1.1
Cl 0.812 -0.710 -1.359 -0.2 -0.5 1.1
C 1.116 1.761 0.629 0.3 1.4 -0.5
H 1.114 2.309 1.588 0.0 -0.3 -0.3
H 1.547 2.469 -0.134 0.0 -0.2 0.4
H 1.800 0.908 0.642 -0.2 0.1 0.3
Tl 0.406 0.943 -3.462 -0.1 0.9 -1.0
C 2.527 0.726 -3.596 1.2 -0.2 -1.4
C -0.401 -0.928 -4.152 0.1 -0.6 -1.5
C -0.700 2.767 -3.260 -0.9 1.1 0.2
H -1.319 -1.362 -3.715 0.5 0.4 -0.4
H -0.514 -0.539 -5.195 -0.6 -1.1 0.3
H 0.436 -1.661 -4.154 -0.7 0.4 0.1
H 3.211 1.073 -2.772 -0.8 -0.1 -1.1
H 2.736 -0.348 -3.879 -0.1 1.2 0.4
H 2.548 1.335 -4.557 1.2 -0.5 1.1
H -0.123 3.689 -3.587 -0.2 -1.1 0.8
H -1.612 2.835 -3.934 0.8 -0.7 0.8
B -0.922 -1.418 3.442 -0.3 -0.8 0.3
C -1.058 -0.498 2.190 0.1 1.1 -3.7
N -1.157 0.033 1.122 -0.8 -2.4 5.2
H -2.085 -1.525 3.818 0.2 -0.1 0.0
H -0.252 -0.924 4.324 0.0 0.0 -0.2
H -0.488 -2.535 3.040 -0.3 1.0 0.2
```
Positions in Å, forces in eV/Å.

As for the multiplicity: 6. Its total charge is -1. The value obtained for the lowest unoccupied orbital energy (alpha / beta) is 2.10 / 2.15 eV. The expectation value of S² is 8.78. The gap between HOMO and LUMO (alpha / beta) is 6.0 / 6.1 eV. The calculation puts the HOMO energy (alpha / beta) at -3.92 / -3.95 eV.


Entry 3:
C5H14ClCrCuO | ωB97M-V/def2-TZVPD

Geometry as XYZ:
```
23
Properties=species:S:1:pos:R:3:forces:R:3
Cr 1.123 -0.057 -2.634 -0.6 -0.8 -0.1
Cl 1.665 1.941 -1.634 2.6 1.6 0.3
C -0.668 -0.238 -3.672 -0.4 -0.4 -1.1
C 2.506 -1.032 -3.894 0.4 0.0 -0.5
H -0.646 -1.071 -4.394 0.0 0.0 -0.2
H -1.600 -0.346 -3.110 -0.1 0.1 0.1
H -0.757 0.685 -4.270 -0.1 0.0 -0.1
H 2.084 -1.782 -4.583 0.0 0.1 0.0
H 3.279 -1.531 -3.293 0.2 0.0 -0.1
H 2.977 -0.235 -4.494 0.2 -0.2 -0.1
Cu -0.394 1.657 -1.404 -1.1 -0.3 0.5
C -2.176 2.014 -0.780 -0.2 0.3 -0.1
C -0.035 -0.724 -1.008 -1.1 0.0 -0.9
H -2.834 1.858 -1.655 -0.1 0.1 0.5
H -2.392 1.304 0.036 -0.2 0.2 -0.2
H -2.191 3.054 -0.415 -0.5 -0.2 0.0
H 0.688 -1.490 -1.306 0.5 -1.2 -0.3
H -1.016 -1.155 -1.183 -0.5 -0.1 -0.5
C 0.072 -0.571 1.715 -0.2 0.1 -2.7
O 0.094 -0.637 0.350 1.3 0.8 2.7
H 0.979 -1.035 2.054 0.6 -0.4 0.9
H -0.811 -1.076 2.050 -0.8 -0.5 1.0
H 0.052 0.466 1.986 -0.1 0.8 0.8
```
Positions in Å, forces in eV/Å.

As for the multiplicity: 5. Its total charge is -2. The value obtained for the lowest unoccupied orbital energy (alpha / beta) is 5.76 / 5.73 eV. The expectation value of S² is 6.05. The relative energy (zero: lowest compared OMol25 entry of this formula, charge and spin) is 0.0 kcal/mol. The gap between HOMO and LUMO (alpha / beta) is 4.0 / 4.8 eV. The calculation puts the HOMO energy (alpha / beta) at 1.71 / 0.89 eV.


Entry 4:
C5H14ClO3Y | ωB97M-V/def2-TZVPD

Geometry as XYZ:
```
24
Properties=species:S:1:pos:R:3:forces:R:3
Y 13.940 0.740 -0.437 4.5 14.1 2.0
Cl 13.345 -1.077 -0.618 -11.8 -1.5 -4.3
C 14.001 -3.993 -2.410 0.9 -0.3 0.4
C 13.527 -3.716 -1.005 0.8 -0.7 -3.0
C 13.322 -4.885 -0.146 -1.5 -3.7 -0.5
O 14.479 -2.869 -0.368 5.5 -4.5 -6.1
H 15.019 -4.368 -2.299 0.1 -0.2 -0.3
H 14.095 -3.039 -2.929 -0.3 -0.1 -0.4
H 13.402 -4.738 -2.934 -0.1 0.3 -0.1
H 12.589 -3.163 -1.061 0.2 -1.4 -2.2
H 12.508 -5.471 -0.572 0.1 -0.2 -0.4
H 12.991 -4.678 0.872 -1.0 -2.0 -1.6
H 14.199 -5.530 -0.086 0.1 0.0 -0.2
H 14.278 -1.946 -0.537 6.0 -4.9 -0.9
C 13.479 -2.953 1.332 -1.5 1.9 6.4
C 13.373 -2.582 2.824 0.8 0.2 -0.3
O 13.118 -1.180 2.974 -0.5 0.0 -0.5
O 12.260 -2.825 0.686 -1.5 1.0 3.3
H 13.898 -3.934 1.107 1.1 2.0 2.4
H 14.123 -2.234 0.825 0.3 0.9 4.4
H 14.349 -2.763 3.274 0.0 -0.4 0.0
H 12.637 -3.185 3.355 -0.3 0.4 -0.1
H 13.974 -0.746 2.951 0.2 0.0 0.5
H 12.560 -2.480 -0.159 -2.3 -0.8 1.3
```
Positions in Å, forces in eV/Å.

Its total charge is +2. The value obtained for the lowest unoccupied orbital energy is -11.08 eV. The relative energy (zero: lowest compared OMol25 entry of this formula, charge and spin) is 327.2 kcal/mol. The gap between HOMO and LUMO is 4.7 eV. The calculation puts the HOMO energy at -15.79 eV.


Entry 5:
C5H14CsGaO3 | ωB97M-V/def2-TZVPD

Geometry as XYZ:
```
24
Properties=species:S:1:pos:R:3:forces:R:3
C 3.122 0.109 -0.852 -0.3 -1.0 -0.1
C 2.124 0.362 0.274 -2.6 -6.4 -1.9
O 1.115 1.272 -0.042 -4.0 -2.4 -0.9
C 1.501 -1.011 0.694 -0.2 -0.3 0.4
O 0.273 -0.925 1.216 -0.2 0.3 0.3
Ga -1.357 -1.498 0.271 0.4 0.0 -0.2
C -2.128 0.231 -0.451 0.1 0.2 -0.1
C -3.597 0.561 -0.276 -0.5 0.0 0.1
O -4.225 -0.019 0.879 0.4 0.3 0.6
H 2.789 0.614 -1.741 -0.1 0.1 -0.6
H 4.117 0.422 -0.631 1.0 0.2 0.1
H 3.190 -0.959 -1.047 -0.1 0.0 -0.1
H 2.624 0.756 1.079 -0.1 -3.4 2.8
H 1.538 2.086 -0.271 -5.4 -1.3 -3.2
H 2.232 -1.368 1.459 0.0 -0.2 -0.3
H 1.587 -1.680 -0.182 -0.2 0.0 0.1
H -2.159 -2.347 1.317 -0.1 0.0 0.2
H -0.626 -2.313 -0.911 0.0 -0.1 -0.1
H -1.909 0.230 -1.526 0.0 0.0 0.1
H -1.497 1.025 -0.028 -0.1 0.0 0.0
H -4.208 0.175 -1.097 0.2 -0.1 0.0
H -3.779 1.649 -0.262 0.1 -0.1 0.0
H -3.692 0.198 1.667 -0.3 -0.2 -0.6
Cs 2.966 2.432 0.465 12.0 14.4 3.6
```
Positions in Å, forces in eV/Å.

The value obtained for the lowest unoccupied orbital energy is -1.30 eV. The gap between HOMO and LUMO is 6.0 eV. The calculation puts the HOMO energy at -7.28 eV.


Entry 6:
C5H14N2 | ωB97M-V/def2-TZVPD

Geometry as XYZ:
```
21
Properties=species:S:1:pos:R:3:forces:R:3
C 0.055 -0.396 -0.674 -0.9 -1.1 0.0
C 1.057 0.119 0.359 0.6 1.9 -0.8
C 1.893 1.325 -0.137 0.4 -0.3 0.7
C 1.989 -0.926 0.909 -0.3 -2.0 0.5
N -1.164 -0.913 0.021 1.3 -0.1 -0.3
C -2.476 -0.552 -0.305 -0.2 1.9 0.1
N -2.882 0.909 0.009 0.2 -0.5 -0.7
H 0.419 -1.257 -1.240 0.6 0.1 0.1
H -0.172 0.321 -1.466 -0.3 0.4 0.4
H 0.460 0.592 1.146 -0.1 -0.5 0.3
H 1.310 2.158 -0.533 -0.1 -0.2 -0.4
H 2.696 0.995 -0.796 -0.1 0.2 -0.4
H 2.408 1.749 0.741 0.0 -0.1 -0.1
H 2.367 -1.631 0.159 -0.1 0.4 -0.4
H 2.894 -0.635 1.443 -0.3 0.7 0.1
H 1.434 -1.612 1.574 0.1 0.2 0.1
H -0.919 -1.102 0.975 -0.6 0.1 0.3
H -2.619 -0.600 -1.384 0.0 -0.8 0.0
H -3.174 -1.168 0.254 -0.1 -0.2 -0.2
H -2.091 1.497 -0.263 0.3 -0.2 0.4
H -3.487 1.126 -0.791 -0.4 0.1 0.4
```
Positions in Å, forces in eV/Å.

As for the multiplicity: 2. Its total charge is -1. The value obtained for the lowest unoccupied orbital energy (alpha / beta) is 3.96 / 4.09 eV. The expectation value of S² is 0.75. The relative energy (zero: lowest compared OMol25 entry of this formula, charge and spin) is 23.8 kcal/mol. The gap between HOMO and LUMO (alpha / beta) is 2.5 / 9.2 eV. The calculation puts the HOMO energy (alpha / beta) at 1.43 / -5.09 eV.


Table of E (Ha), in record order: -1513.67100; -1569.00143; -3419.03816; -921.88144; -2369.17946; -308.32502